C8H20O8P2RuS4 as an isolated structure, computed with ωB97M-V with the def2-TZVPD basis set.

Structure (XYZ):
```
43
Properties=species:S:1:pos:R:3:forces:R:3:mulliken_charge:R:1
Ru 0.14984 0.59642 -0.25046 0.6 -0.9 0.4 1.2406
C -1.95908 -2.23878 -1.21114 0.0 0.0 0.0 -0.0940
C -2.03160 -2.10640 0.30980 0.0 0.0 -0.1 -0.8232
S -1.11357 -0.77619 1.17254 -0.2 -0.1 0.1 -0.0294
C -2.45522 0.34369 1.64622 0.1 0.0 -0.1 -0.8528
C -3.08469 0.97490 0.42406 0.0 0.1 0.1 -0.7014
S -1.77302 1.81439 -0.53411 0.1 -0.1 -0.2 0.1268
C -2.20053 1.52996 -2.27061 0.0 0.1 0.1 -0.7516
C -1.94786 0.14037 -2.83395 0.0 0.0 0.0 -0.3434
S -3.03096 -1.18668 -2.22359 0.0 0.0 0.0 -0.1265
H -2.30571 -3.24838 -1.43960 0.0 0.0 0.0 0.5355
H -0.93622 -2.16726 -1.56791 0.0 0.0 0.0 -0.3482
H -1.62575 -3.01848 0.74885 0.0 0.0 0.0 0.5341
H -3.06648 -2.02454 0.64422 0.0 0.0 0.0 0.4704
H -1.97745 1.08093 2.29102 0.0 0.0 0.0 0.3946
H -3.18145 -0.21412 2.23614 0.0 0.0 0.0 0.5646
H -3.78754 1.75722 0.71310 0.0 0.0 0.0 0.5175
H -3.58921 0.24282 -0.19987 0.0 0.0 0.0 0.2670
H -1.57254 2.26397 -2.78134 0.0 0.0 0.0 0.4345
H -3.24102 1.83492 -2.39032 0.0 0.0 0.0 0.4683
H -0.90588 -0.16319 -2.71037 0.0 0.0 0.0 -0.0509
H -2.12223 0.20197 -3.90941 0.0 0.0 0.0 0.4944
O 2.35994 2.27184 2.89703 -0.1 -0.1 -0.1 -0.5575
P 1.91494 1.71724 1.50234 -0.1 0.0 -0.1 0.6698
O 0.34540 1.64107 1.42951 0.0 0.2 0.0 -0.4082
O 2.48163 0.38827 1.18211 -0.1 0.0 -0.1 -0.5220
O 2.32394 2.86778 0.47488 0.1 0.0 0.1 -0.1932
P 1.66717 2.95542 -1.02883 -0.5 0.1 -0.2 0.7498
O 2.83036 3.60463 -1.86745 0.1 -0.1 0.0 -0.5153
O 0.39360 3.69926 -0.99904 0.5 0.0 -0.1 -0.6249
O 1.57425 1.47953 -1.47404 -0.4 0.6 0.2 -0.5821
H 2.13050 3.19530 3.06190 0.0 0.0 0.0 0.3411
H 2.81870 4.56934 -1.84349 0.0 0.0 -0.1 0.3456
C 2.92654 -2.42815 -0.05482 0.1 0.0 0.0 -1.0339
S 2.46639 -1.23434 -1.28701 -0.3 0.1 0.0 0.7669
C 2.53334 -2.23758 -2.75547 0.1 0.0 0.0 -1.1144
O 0.90989 -1.14412 -1.07246 0.1 0.0 0.0 -0.5154
H 2.29856 -3.31302 -0.13635 0.0 0.0 0.0 0.3645
H 2.80853 -1.92226 0.90168 0.0 0.0 0.0 0.2963
H 3.97865 -2.67240 -0.20505 0.0 0.0 0.0 0.4641
H 3.57409 -2.51132 -2.92851 0.0 0.0 0.0 0.4557
H 2.18070 -1.62003 -3.57881 0.0 0.0 0.0 0.3532
H 1.91295 -3.12326 -2.63210 0.0 0.0 0.0 0.3328
```
Forces are in eV/Å.

Calculated values
HOMO-LUMO gap (spin up / spin down): 7.844 / 7.545 eV
E_LUMO (spin up / spin down): -4.18 / -4.48 eV
M: 535.53 u
Total charge: +1
<S²>: 0.7568
ΔE to the lowest compared entry with this formula, charge and spin: 66.3 kJ/mol
Multiplicity: 2